{"formula": "C4H6N2", "method": "ωB97M-V/def2-TZVPD", "species": ["C", "C", "C", "C", "N", "N", "H", "H", "H", "H", "H", "H"], "coordinates": [[-0.761, 0.417, 2.518], [0.471, -1.658, -0.985], [0.452, -0.350, -0.858], [0.419, 1.105, -1.186], [-1.759, 0.958, 2.735], [0.037, -1.155, 0.370], [0.878, -2.587, -1.373], [0.063, -0.066, 2.182], [0.463, 1.702, -0.316], [-0.488, 1.395, -1.821], [1.152, 1.258, -1.901], [-0.925, -1.019, 0.634]], "forces_ev_per_a": [[-3.5, 2.2, 1.1], [-0.1, 2.3, 0.2], [-1.3, -2.2, 0.3], [-2.2, -1.6, -1.2], [1.1, -0.6, -0.1], [2.2, 0.8, 0.3], [-0.4, 0.4, 0.1], [2.4, -1.4, -0.7], [0.3, 0.7, 0.7], [0.6, -0.7, 1.3], [2.1, 0.8, -1.0], [-1.1, -0.7, -1.1]], "nbo_charge": [0.064, -0.087, 0.186, -0.669, -0.324, -0.704, 0.236, 0.238, 0.241, 0.248, 0.238, 0.333], "gap_ev": 9.030, "e_lumo_ha": 0.029, "homo_energy_ev": -8.2, "max_force_ev_per_a": 4.284, "relative_energy_kcal_mol": 114.3, "e_tot_ha": -265.35338}